Record 1
The following is a DFT calculation (the ωB97M-V functional and the def2-TZVPD basis) of a molecular structure, C33H43BBiN7O5P in a non-equilibrium geometry.

Last column: Mulliken charge in e.
CARTESIAN COORDINATES (ANGSTROEM)
Bi -1.168 0.343 1.969  1.0819
C -1.609 -0.137 5.490  -1.5665
C -1.484 -1.139 4.424  0.3385
O -0.158 -1.440 3.979  -0.4280
C -2.475 -2.027 3.947  0.5891
C -3.439 -2.610 4.808  -0.8504
C -4.210 -3.662 4.345  -0.5902
C -4.114 -4.138 3.026  -0.5535
C -3.250 -3.547 2.101  -0.7968
C -2.415 -2.470 2.515  0.0592
O -1.684 -1.837 1.624  0.3406
H -0.815 0.615 5.368  0.2546
H -1.508 -0.604 6.490  0.3534
H -2.599 0.339 5.472  0.3560
H -3.580 -2.246 5.825  0.3647
H -4.926 -4.124 5.016  0.3422
H -4.717 -4.991 2.750  0.4067
H -3.209 -3.865 1.064  0.4052
N -0.751 0.983 0.025  -1.0112
P 0.108 0.429 -1.143  -1.0022
N 1.702 0.220 -0.838  1.1249
C 2.372 1.239 0.009  0.4833
C 3.578 1.866 -0.693  -0.9333
C 4.588 0.778 -1.130  -0.2835
C 3.860 -0.276 -2.008  -0.9235
C 2.612 -0.858 -1.314  -0.1299
N -0.312 -0.995 -1.858  1.1662
C -0.247 -2.221 -0.997  -0.2398
C -0.131 -3.469 -1.874  -0.8292
C -1.315 -3.552 -2.869  -0.8213
C -1.451 -2.232 -3.673  -1.0422
C -1.534 -1.020 -2.740  -0.1281
N -0.029 1.577 -2.333  0.6808
C 0.776 1.475 -3.581  -0.5483
C 0.002 1.998 -4.791  -0.7734
C -0.511 3.432 -4.549  -0.9108
C -1.343 3.457 -3.245  -0.6018
C -0.514 2.957 -2.058  -0.5705
H 2.726 0.724 0.912  -0.9109
H 1.650 2.004 0.312  0.5764
H 4.016 2.576 0.018  0.4317
H 3.248 2.454 -1.549  0.2125
H 4.997 0.259 -0.253  -0.1367
H 5.438 1.212 -1.667  0.4668
H 4.526 -1.117 -2.228  0.4639
H 3.589 0.157 -2.980  0.2048
H 2.927 -1.446 -0.438  0.0605
H 2.085 -1.526 -2.002  0.0247
H -1.161 -2.281 -0.387  -0.0321
H 0.591 -2.161 -0.291  0.3126
H -0.114 -4.348 -1.216  0.3649
H 0.823 -3.454 -2.436  0.2626
H -2.250 -3.738 -2.314  0.2228
H -1.152 -4.402 -3.540  0.4965
H -2.365 -2.258 -4.286  0.4211
H -0.601 -2.127 -4.371  0.3017
H -2.444 -1.098 -2.120  0.1505
H -1.621 -0.088 -3.311  0.1411
H 1.074 0.431 -3.776  0.2525
H 1.694 2.092 -3.470  0.1982
H -0.835 1.329 -5.015  0.3164
H 0.677 1.949 -5.658  0.3876
H -1.089 3.797 -5.414  0.4044
H 0.355 4.108 -4.423  0.3160
H -2.250 2.846 -3.343  0.2568
H -1.688 4.469 -3.001  0.3663
H -1.109 2.981 -1.140  0.0796
H 0.371 3.596 -1.909  0.2657
N -3.261 4.394 1.206  -0.3725
C -3.092 3.029 1.175  0.6230
O -2.468 2.431 2.100  -0.8426
C -3.694 2.359 0.031  0.8973
C -4.260 3.109 -0.998  -0.3053
N -4.729 3.794 -1.847  -0.7065
C -3.727 0.963 -0.125  0.1185
N -3.845 -0.198 -0.353  -0.7726
H -2.854 4.914 1.967  0.2388
H -3.686 4.852 0.408  0.2002
O 1.700 -1.627 2.578  -0.5712
B 0.909 -0.803 3.439  1.2115
O 1.579 0.312 3.984  -0.5838
C 2.902 0.090 3.531  0.7551
C 4.040 0.855 3.793  -0.9020
C 5.242 0.429 3.180  -0.5193
C 5.309 -0.747 2.424  -0.7216
C 4.164 -1.536 2.174  -0.6014
C 2.964 -1.078 2.726  0.4296
H 3.995 1.728 4.438  0.4758
H 6.135 1.024 3.304  0.3719
H 6.269 -1.053 2.027  0.4167
H 4.203 -2.437 1.582  0.4686

Computed properties:
Kohn-Sham gap (alpha / beta) ... 5.76 / 6.12 eV
HOMO level (alpha / beta) ... -0.12026 / -0.13322 hartree
E_LUMO (alpha / beta) ... 2.49 / 2.49 eV
Net charge ... -1
Energy relative to the best compared isomer or geometry (same formula, charge and spin) ... 0.0 kcal/mol

=====

Record 2
The following is a DFT calculation (the ωB97M-V functional and the def2-TZVPD basis) of a molecular structure, C33H43BN3O4PtS in a non-equilibrium geometry.

Last column: Mulliken charge in e.
CARTESIAN COORDINATES (ANGSTROEM)
Pt -0.287 -0.010 0.119  1.1224
O 3.478 -0.978 1.933  -0.7917
C 2.387 -0.459 1.634  -0.1037
O 1.982 -0.148 0.481  -0.8216
C 1.435 -0.230 2.809  0.5946
C 1.939 -0.225 4.137  -0.8534
C 1.081 -0.072 5.172  -0.8115
C -0.299 0.039 4.909  1.0693
C -1.277 0.148 5.926  -0.8182
C -2.596 0.230 5.605  -0.4629
C -3.000 0.216 4.245  -0.7525
C -2.083 0.119 3.246  0.3252
C -0.706 0.021 3.550  -0.6297
N 0.186 -0.094 2.532  0.1424
H 3.004 -0.348 4.283  0.4892
H 1.436 -0.041 6.197  0.3885
H -0.959 0.161 6.964  0.3481
H -3.335 0.305 6.393  0.3649
H -4.051 0.281 3.994  0.4197
H -2.366 0.116 2.201  0.3026
C -0.233 1.931 -0.059  -1.5389
C -0.145 3.144 -0.140  0.1749
C -0.101 4.574 -0.215  0.1425
C -1.285 5.323 -0.327  -0.3741
C -1.251 6.710 -0.387  -0.4399
C -0.039 7.390 -0.340  -0.4137
C 1.141 6.662 -0.235  -0.4251
C 1.114 5.275 -0.175  -0.5359
H -2.227 4.787 -0.363  0.5287
H -2.178 7.268 -0.468  0.3626
H -0.014 8.473 -0.383  0.3465
H 2.092 7.183 -0.197  0.3494
H 2.034 4.708 -0.091  0.4566
C -4.844 -1.475 -2.363  -1.9186
C -4.262 -0.637 -1.239  1.7696
C -5.046 -0.891 0.047  -1.8930
O -2.914 -1.044 -1.004  -0.0826
B -2.138 0.087 -0.660  1.1942
O -2.906 1.238 -0.898  -0.6012
C -4.115 0.881 -1.566  1.8096
C -5.244 1.753 -1.048  -1.8895
C -3.906 1.148 -3.054  -1.8785
H -4.959 -2.508 -2.022  0.4580
H -4.186 -1.475 -3.233  0.3093
H -5.828 -1.095 -2.660  0.3340
H -4.898 -1.933 0.339  0.5027
H -6.117 -0.706 -0.086  0.3599
H -4.672 -0.258 0.858  0.1849
H -5.309 1.714 0.041  0.3181
H -6.204 1.440 -1.476  0.3438
H -5.055 2.791 -1.338  0.4368
H -3.109 0.511 -3.446  0.1578
H -3.595 2.188 -3.174  0.4889
H -4.819 0.977 -3.632  0.3305
C 1.868 0.505 -3.046  -1.1151
C 0.559 0.324 -3.811  0.2951
C 0.236 -1.128 -4.163  -1.1747
C -0.106 -2.052 -2.997  0.5460
N 1.079 -2.463 -2.251  0.2102
C 1.128 -2.589 -0.927  0.0285
S -0.286 -2.490 0.051  -0.5751
N 2.317 -2.819 -0.373  0.0848
C 3.601 -2.674 -1.046  -0.9486
C 4.101 -3.969 -1.682  -0.3339
C 5.465 -3.809 -2.343  -0.3362
C 5.972 -5.113 -2.955  -1.2767
H 2.122 1.564 -2.957  0.4226
H 2.698 -0.004 -3.560  0.3199
H 1.791 0.125 -2.030  0.0262
H 0.612 0.892 -4.745  0.4043
H -0.266 0.741 -3.223  -0.2118
H 1.080 -1.545 -4.734  0.4061
H -0.629 -1.156 -4.832  0.4607
H -0.619 -2.934 -3.389  0.1920
H -0.776 -1.567 -2.291  -0.6483
H 1.938 -2.545 -2.769  0.2265
H 2.336 -2.722 0.628  0.3348
H 4.301 -2.324 -0.290  0.5279
H 3.539 -1.877 -1.794  -0.0181
H 3.374 -4.324 -2.422  0.2794
H 4.154 -4.738 -0.904  0.3212
H 6.183 -3.448 -1.599  0.3056
H 5.404 -3.040 -3.120  0.3455
H 6.072 -5.886 -2.188  0.3123
H 6.947 -4.982 -3.431  0.3822
H 5.275 -5.483 -3.712  0.3168

Computed properties:
Kohn-Sham gap ... 6.59 eV
HOMO level ... -0.14842 hartree
E_LUMO ... 2.55 eV
Net charge ... -1
Energy relative to the best compared isomer or geometry (same formula, charge and spin) ... 2.3 kcal/mol